No. 1
ORCA calculation (ωB97M-V/def2-TZVPD) on one molecule with the formula C7H10.

```
17
Properties=species:S:1:pos:R:3:forces:R:3
C 1.966164 0.186350 -0.185265 0.1 0.2 -0.1
C 1.478445 -0.851118 0.787612 0.0 -0.2 0.1
C 0.496587 -0.070805 -0.045400 0.0 0.0 0.0
C -0.445875 -0.447341 -1.219071 0.1 -0.1 -0.1
C -1.487722 0.513707 -0.641218 -0.1 0.1 -0.2
C -1.828584 0.127657 0.762615 -0.1 -0.1 0.1
C -0.553236 0.878764 0.497981 0.2 0.2 0.2
H 2.429023 -0.185455 -1.097135 -0.1 0.1 0.1
H 2.426120 1.084151 0.219935 -0.2 0.0 -0.1
H 1.725350 -1.892607 0.599724 -0.2 0.1 -0.1
H 1.526137 -0.566762 1.837321 -0.1 -0.1 -0.2
H -0.056057 -0.095091 -2.180188 0.0 -0.1 0.2
H -0.767763 -1.490251 -1.324331 0.1 0.1 0.1
H -2.126759 1.172037 -1.222796 0.1 -0.1 0.1
H -1.801132 -0.921191 1.057726 0.1 0.2 0.0
H -2.626661 0.704160 1.224769 0.2 -0.1 -0.1
H -0.362185 1.856719 0.930025 0.0 -0.1 -0.1
```
Forces are in eV/Å.

The value obtained for the HOMO energy is -9.329 eV. Its spin multiplicity is 1. As for the frontier orbital gap: 0.386 Ha. For the electronic energy, the calculation gives -7418.6179 eV. The total charge is 0. As for the max |F|: 0.3 eV/A. The structure (SMILES) is C1[C@@H]2CC3(CC3)[C@H]12.


No. 2
ORCA calculation (ωB97M-V/def2-TZVPD) on a 2-piece molecular cluster, C7H10 overall at a distorted geometry.

```
17
Properties=species:S:1:pos:R:3:forces:R:3
C -2.040219 0.571706 -0.175250 0.0 0.0 0.0
C -1.253458 -0.718700 -0.185948 -0.4 -0.1 0.0
C 0.183261 -0.833465 -0.729280 0.2 -0.1 0.1
C 1.197335 0.302413 -0.859783 0.1 0.0 0.2
C 1.766557 0.358945 0.576948 1.5 -2.8 0.5
C 0.646683 -0.067998 1.455473 -0.6 -0.1 0.0
C -0.125288 -0.897175 0.733306 -0.6 0.6 0.2
H -2.528730 0.731443 -1.141778 0.0 0.0 0.1
H -2.815392 0.546520 0.597478 0.1 0.0 -0.1
H -1.393732 1.430754 0.034018 0.0 -0.2 0.0
H -1.845537 -1.597318 -0.424730 -0.1 0.0 -0.1
H 0.376068 -1.756443 -1.284644 0.0 0.2 0.3
H 0.732889 1.255036 -1.135486 0.0 0.1 0.1
H 1.979908 0.102692 -1.602934 -0.3 0.0 0.2
H 2.243975 1.351220 0.862183 0.3 -1.8 -0.1
H 0.606939 0.218635 2.509269 -0.5 0.1 -0.4
H 2.268735 -0.998261 0.771161 0.4 4.3 -0.9
```
Forces are in eV/Å.

The value obtained for the HOMO energy is -7.748 eV. Its spin multiplicity is 1. As for the frontier orbital gap: 0.315 Ha. For the electronic energy, the calculation gives -7416.3384 eV. The total charge is 0. As for the max |F|: 4.5 eV/A.


No. 3
ORCA calculation (ωB97M-V/def2-TZVPD) on one molecule with the formula C7H10.

```
17
Properties=species:S:1:pos:R:3:forces:R:3
C -1.868383 -1.023413 -0.719875 0.1 0.1 0.0
C -0.684046 -0.669201 -1.210791 -0.1 -0.1 0.0
C 0.203461 0.443616 -0.706968 0.0 0.0 0.0
C -0.515831 1.477545 0.152790 0.0 0.0 0.1
C 1.345747 -0.278807 0.033520 0.0 -0.1 -0.3
C 1.074325 -0.913510 1.358522 0.1 0.2 0.1
C 1.860743 0.114316 1.385716 -0.1 -0.1 0.1
H -2.366852 -0.456148 0.062844 0.1 -0.1 -0.1
H -2.379826 -1.912124 -1.079549 0.0 0.2 0.0
H 0.518790 -1.689818 1.862171 0.2 0.1 0.0
H -0.231128 -1.296167 -1.981393 -0.1 0.1 0.1
H 0.637100 0.961561 -1.575175 0.0 -0.1 0.1
H 0.169394 2.286381 0.431247 -0.1 -0.1 0.0
H -1.360340 1.916756 -0.388781 0.1 -0.1 0.1
H -0.899164 1.040563 1.081075 0.0 0.0 -0.1
H 2.019983 -0.797486 -0.658770 -0.1 0.1 0.1
H 2.476028 0.795934 1.953414 -0.1 -0.1 -0.1
```
Forces are in eV/Å.

The value obtained for the HOMO energy is -9.190 eV. Its spin multiplicity is 1. As for the frontier orbital gap: 0.383 Ha. For the electronic energy, the calculation gives -7417.8762 eV. The total charge is 0. As for the max |F|: 0.3 eV/A. The structure (SMILES) is C=C[C@@H](C)C1C=C1.


No. 4
ORCA calculation (ωB97M-V/def2-TZVPD) on one molecule with the formula C7H10 at a distorted geometry.

```
17
Properties=species:S:1:pos:R:3:forces:R:3
C -1.571381 -0.482310 -0.795825 0.2 -0.3 0.7
C -2.171515 -1.622880 -0.477185 -0.5 0.7 0.0
C 0.864564 -0.404669 -0.793983 0.7 -0.6 -1.1
C -0.274789 -0.051953 -0.209252 0.2 1.3 -0.4
C -0.340018 1.094653 0.729358 0.6 0.3 0.7
C 0.066480 1.096679 1.992782 -0.5 -0.9 0.8
C 2.247530 0.162660 -0.638350 -0.7 0.3 1.8
H -2.052781 0.234267 -1.448188 0.1 -0.1 -0.5
H -1.923733 -2.148033 0.434229 0.4 -0.5 -0.4
H -3.054818 -1.907360 -1.031370 -0.2 -0.1 0.2
H 0.826428 -1.063959 -1.662861 -0.4 -0.3 0.3
H -0.632839 2.070007 0.360065 -0.8 -0.1 -0.4
H -0.241941 1.825295 2.734801 0.5 0.6 -0.5
H 0.512283 0.224400 2.463221 -0.1 -0.2 -0.2
H 3.017000 -0.569832 -0.398306 -0.1 -0.3 -0.5
H 2.489849 0.747780 -1.512624 0.3 0.1 -0.3
H 2.239681 0.795255 0.253485 0.1 0.4 -0.3
```
Forces are in eV/Å.

The value obtained for the HOMO energy is -9.142 eV. Its spin multiplicity is 1. As for the frontier orbital gap: 0.377 Ha. For the electronic energy, the calculation gives -7418.6545 eV. The total charge is 0. As for the max |F|: 1.9 eV/A. The structure (SMILES) is C=CC(C=C)=CC.


No. 5
ORCA calculation (ωB97M-V/def2-TZVPD) on one molecule with the formula C7H10 at a distorted geometry.

```
17
Properties=species:S:1:pos:R:3:forces:R:3
C -1.096944 1.173453 0.586302 0.1 -0.2 0.0
C -0.307364 -0.099332 0.798481 0.4 -1.0 -1.7
C -1.051508 -0.894108 -1.623549 -1.3 0.1 -1.4
C -0.055380 -1.028140 -0.654087 0.5 0.4 2.3
C 1.317059 -0.325862 -0.764039 0.1 0.0 0.3
C 1.221621 0.114354 0.685218 -1.7 -0.2 -0.2
C 1.882272 0.533608 1.677541 2.0 0.4 0.8
H -2.165123 0.967629 0.511387 0.0 0.1 0.1
H -0.895558 1.820584 1.440372 -0.2 0.2 0.0
H -0.785540 1.696941 -0.326601 0.0 -0.1 0.2
H -0.654412 -0.704667 1.646153 0.1 0.2 -0.2
H -1.801813 -1.665337 -1.780448 0.1 0.2 0.1
H -1.198846 0.042038 -2.156903 0.1 -0.2 0.0
H 0.040784 -2.046264 -0.266302 0.1 0.1 -0.2
H 1.296530 0.552280 -1.420044 0.0 -0.2 0.0
H 2.155088 -0.971099 -1.032824 0.0 0.1 0.0
H 2.099128 0.833917 2.679345 -0.2 0.0 0.0
```
Forces are in eV/Å.

The value obtained for the HOMO energy (spin up / spin down) is -7.618 / -7.562 eV. Its spin multiplicity is 1. As for the frontier orbital gap (spin up / spin down): 0.288 / 0.293 Ha. For the electronic energy, the calculation gives -7415.3997 eV. The total charge is 0. As for the max |F|: 2.4 eV/A.


No. 6
ORCA calculation (ωB97M-V/def2-TZVPD) on one molecule with the formula C7H10 at a distorted geometry.

```
17
Properties=species:S:1:pos:R:3:forces:R:3
C -1.996340 -0.963201 -0.938173 -0.7 0.5 -2.2
C -2.604357 -2.044214 -1.429445 0.6 -0.3 1.6
C -0.507656 -0.749864 -0.895886 -0.6 -0.3 1.1
C 0.014456 0.013916 0.290862 0.4 0.4 -0.3
C 1.166437 0.707149 0.274557 -0.9 -0.2 0.2
C 1.736952 1.162724 1.535914 0.1 0.3 -0.2
C 2.670745 2.112921 1.658116 -0.6 0.0 -0.3
H -2.618112 -0.075624 -1.079406 0.3 0.3 0.7
H -3.667574 -2.033322 -1.607639 -0.1 -0.1 -0.2
H -2.077903 -2.995148 -1.400772 -0.1 -0.1 -0.4
H -0.235921 -0.319684 -1.860620 0.4 0.1 0.1
H -0.027281 -1.726133 -0.763702 0.0 -0.1 -0.5
H -0.548493 -0.031362 1.218612 0.2 -0.7 0.1
H 1.419698 1.133643 -0.693525 1.0 -0.4 0.1
H 1.305164 0.667790 2.403628 -0.4 0.6 0.1
H 3.282635 2.332401 0.800584 -0.1 0.6 -0.3
H 2.687552 2.808007 2.486896 0.7 -0.6 0.5
```
Forces are in eV/Å.

The value obtained for the HOMO energy is -8.296 eV. Its spin multiplicity is 1. As for the frontier orbital gap: 0.338 Ha. For the electronic energy, the calculation gives -7418.2624 eV. The total charge is 0. As for the max |F|: 2.4 eV/A. The structure (SMILES) is C=C/C=C/CC=C.


No. 7
ORCA calculation (ωB97M-V/def2-TZVPD) on one molecule with the formula C7H10.

```
17
Properties=species:S:1:pos:R:3:forces:R:3
C 1.599386 -1.185743 -0.134234 0.0 0.0 0.0
C 0.372914 -0.318244 0.012029 0.2 -0.2 0.0
C -1.058358 -0.913220 -0.009015 -0.1 -0.1 0.1
C -1.504873 0.448297 -0.516989 -0.3 0.0 -0.1
C -0.656095 1.498615 0.193559 0.0 0.3 0.1
C 0.291431 0.758098 1.123274 0.0 0.0 0.1
C -0.125058 0.773699 -1.009455 0.1 0.1 -0.3
H 1.923115 -1.567316 0.841023 -0.1 0.0 -0.1
H 1.410771 -2.044544 -0.788827 0.0 0.2 0.1
H 2.432172 -0.615002 -0.561375 -0.1 -0.1 0.1
H -1.467765 -1.295426 0.935668 0.1 0.1 -0.1
H -1.157451 -1.675423 -0.789752 0.0 0.1 0.1
H -2.449131 0.715428 -0.980809 0.2 0.0 0.1
H -0.980812 2.532841 0.250082 0.0 -0.2 0.0
H -0.067595 0.434432 2.109863 0.0 0.0 -0.1
H 1.240507 1.293852 1.233388 -0.1 -0.1 -0.1
H 0.246962 1.124366 -1.964570 -0.1 0.0 0.1
```
Forces are in eV/Å.

The value obtained for the HOMO energy is -9.308 eV. Its spin multiplicity is 1. As for the frontier orbital gap: 0.382 Ha. For the electronic energy, the calculation gives -7418.7533 eV. The total charge is 0. As for the max |F|: 0.3 eV/A. The structure (SMILES) is C[C@]12C[C@@H]3[C@H](C1)[C@@H]32.


No. 8
ORCA calculation (ωB97M-V/def2-TZVPD) on one molecule with the formula C7H10.

```
17
Properties=species:S:1:pos:R:3:forces:R:3
C 0.940872 -0.177329 1.453159 0.0 0.1 0.1
C 1.388373 -1.242694 0.480613 0.1 -0.2 -0.1
C 0.312350 -0.282438 0.093970 0.0 0.0 -0.1
C -1.149709 -0.673612 -0.072745 0.0 -0.1 0.1
C -1.783090 0.668677 -0.383424 0.1 0.1 -0.1
C -0.868317 1.503117 -0.876245 -0.1 -0.1 0.0
C 0.480968 0.813358 -0.949600 0.1 0.1 0.0
H 1.625191 0.645130 1.651512 -0.1 -0.1 -0.1
H 0.364658 -0.492430 2.320632 0.0 0.0 -0.2
H 1.107175 -2.271378 0.692882 0.0 0.2 0.0
H 2.369305 -1.131024 0.024836 -0.2 0.0 0.1
H -1.229477 -1.313245 -0.966624 -0.1 0.0 0.2
H -1.581601 -1.221366 0.770294 0.1 0.1 0.0
H -2.842396 0.882587 -0.271131 0.2 0.0 0.0
H -1.057875 2.511436 -1.233669 0.0 -0.2 0.0
H 0.574265 0.331237 -1.936066 0.1 0.2 0.0
H 1.354678 1.456721 -0.808337 -0.1 0.0 0.1
```
Forces are in eV/Å.

The value obtained for the HOMO energy is -9.126 eV. Its spin multiplicity is 1. As for the frontier orbital gap: 0.379 Ha. For the electronic energy, the calculation gives -7419.7637 eV. The total charge is 0. As for the max |F|: 0.2 eV/A. The structure (SMILES) is C1=CCC2(C1)CC2.


No. 9
ORCA calculation (ωB97M-V/def2-TZVPD) on one molecule with the formula C7H10 at a distorted geometry.

```
17
Properties=species:S:1:pos:R:3:forces:R:3
C -1.601425 -2.189951 0.657651 -0.4 0.3 -0.1
C -2.156868 -2.676711 1.762392 0.6 -0.3 -0.2
C -0.391518 -0.206737 -0.147550 0.5 -0.5 -0.6
C -0.463447 -1.268913 0.659112 -0.5 0.5 0.5
C 1.915441 2.699820 -1.223468 1.7 -0.4 -0.5
C 1.233169 1.372781 -1.205692 -1.9 0.4 -0.1
C 0.742475 0.715920 -0.152593 0.7 -0.2 0.8
H -2.063957 -2.372518 -0.308404 -0.1 0.1 0.0
H -1.629670 -2.527946 2.694522 -0.3 0.0 0.3
H -3.053674 -3.280238 1.745374 0.0 0.0 0.0
H -1.212133 0.023126 -0.820574 0.2 -0.3 -0.4
H 0.213141 -1.294261 1.507614 0.3 -0.4 -0.1
H 2.444523 2.789182 -2.175484 0.1 0.1 0.0
H 2.683385 2.821057 -0.456079 -0.2 -0.1 0.2
H 1.268897 3.572051 -1.184970 -0.5 -0.2 0.2
H 0.811706 1.060650 -2.161978 -0.1 0.3 0.0
H 1.259952 0.762680 0.810131 -0.2 0.6 0.0
```
Forces are in eV/Å.

The value obtained for the HOMO energy is -8.200 eV. Its spin multiplicity is 1. As for the frontier orbital gap: 0.322 Ha. For the electronic energy, the calculation gives -7418.9123 eV. The total charge is 0. As for the max |F|: 1.9 eV/A. The structure (SMILES) is C=C/C=C/C=C/C.


No. 10
ORCA calculation (ωB97M-V/def2-TZVPD) on C7H10 as an isolated structure.

```
17
Properties=species:S:1:pos:R:3:forces:R:3
C 1.368755 -0.517945 -0.098946 0.2 -0.2 -0.1
C 0.524485 0.686215 0.421911 0.2 0.1 0.3
C -0.266701 0.963764 -0.661577 -0.2 0.1 -0.4
C -1.211167 -0.206269 -0.568775 -0.2 0.0 -0.3
C -1.790327 -0.083441 0.845703 -0.1 0.1 0.1
C -0.343477 -0.272397 1.263211 0.0 -0.1 0.4
C -0.036282 -1.195998 0.050873 0.0 -0.3 0.0
H 1.836057 -0.431150 -1.081877 -0.1 0.0 0.1
H 2.072531 -0.947980 0.625958 -0.1 0.1 -0.1
H 2.185967 2.028313 -0.805337 0.1 0.1 -0.1
H 2.222511 1.984356 -1.548747 0.1 0.1 0.1
H 0.116689 1.348055 -1.602628 0.0 -0.1 0.1
H -1.820565 -0.472822 -1.435369 0.1 0.1 0.1
H -2.285963 0.863270 1.086961 0.0 -0.2 0.0
H -2.416817 -0.935817 1.120096 0.1 0.1 0.0
H -0.000873 -0.521492 2.270310 0.0 0.0 -0.2
H -0.154828 -2.288670 0.118241 0.0 0.2 0.0
```
Forces are in eV/Å.

The value obtained for the HOMO energy (spin up / spin down) is -7.920 / -7.979 eV. Its spin multiplicity is 1. As for the frontier orbital gap (spin up / spin down): 0.300 / 0.304 Ha. For the electronic energy, the calculation gives -7414.5848 eV. The total charge is 0. As for the max |F|: 0.4 eV/A.


No. 11
ORCA calculation (ωB97M-V/def2-TZVPD) on one molecule with the formula C7H10 at a distorted geometry.

```
17
Properties=species:S:1:pos:R:3:forces:R:3
C 1.522051 1.010541 0.399334 0.1 -0.1 0.1
C 0.043497 1.222796 0.241004 0.3 0.1 0.2
C -0.821589 0.464432 -0.740205 0.5 0.3 -0.1
C -0.356975 -0.885289 -1.303567 0.1 0.3 0.0
C -0.200499 -1.741909 -0.063785 -0.1 0.1 0.1
C -0.599050 -1.098898 1.035593 0.0 -0.1 -0.1
C -1.037809 0.298703 0.746439 -0.1 0.0 0.2
H 2.089202 1.594821 -0.335577 -0.2 -0.1 0.1
H 1.851832 1.316207 1.395113 0.1 0.0 0.0
H 1.787836 -0.038651 0.265565 0.0 0.0 0.0
H -0.251627 2.275911 0.332626 0.1 -0.4 -0.2
H -1.309532 1.203161 -1.343692 -0.9 -0.4 -0.4
H 0.586706 -0.766422 -1.849359 0.0 -0.1 0.0
H -1.067206 -1.339902 -2.013813 0.1 0.3 0.2
H 0.217772 -2.746222 -0.090461 -0.1 0.2 0.0
H -0.573753 -1.495368 2.045873 0.0 0.0 -0.2
H -1.880856 0.726088 1.278912 0.1 -0.1 0.0
```
Forces are in eV/Å.

The value obtained for the HOMO energy is -8.776 eV. Its spin multiplicity is 1. As for the frontier orbital gap: 0.366 Ha. For the electronic energy, the calculation gives -7419.7627 eV. The total charge is 0. As for the max |F|: 1.1 eV/A. The structure (SMILES) is C[C@@H]1[C@@H]2C=CC[C@H]12.


No. 12
ORCA calculation (ωB97M-V/def2-TZVPD) on one molecule with the formula C7H10 at a distorted geometry.

```
17
Properties=species:S:1:pos:R:3:forces:R:3
C -1.522800 -1.399529 1.571756 2.2 0.2 2.3
C -1.389588 -2.221110 2.663423 0.8 0.9 -1.3
C -0.446713 0.219270 0.049730 2.3 -2.1 1.4
C -0.323361 -0.825655 0.939184 0.3 -0.4 -0.6
C 1.887440 1.940512 -2.468750 -0.3 -0.7 -0.2
C 0.636355 1.396437 -1.818185 1.4 -1.3 1.7
C 0.717550 0.569087 -0.736383 -0.8 1.9 -1.3
H -2.404761 -0.810906 1.420571 -0.5 0.3 0.2
H -0.574117 -2.934909 2.774238 0.3 0.5 -0.2
H -1.799278 -1.919572 3.595729 -1.8 -0.7 0.5
H -1.246397 0.909059 0.150107 -1.2 0.0 -0.8
H 0.744875 -1.108167 1.361525 -2.3 -0.1 -1.5
H 1.602993 2.703714 -3.243205 0.7 -1.0 0.5
H 2.448663 1.024163 -2.828856 -0.3 1.4 -0.3
H 2.515295 2.404307 -1.688815 -0.2 0.0 -0.5
H -0.319653 1.509838 -2.248184 -1.0 0.9 -0.3
H 1.679087 0.148392 -0.497761 0.3 0.0 0.5
```
Forces are in eV/Å.

The value obtained for the HOMO energy is -7.427 eV. Its spin multiplicity is 1. As for the frontier orbital gap: 0.275 Ha. For the electronic energy, the calculation gives -7417.4632 eV. The total charge is 0. As for the max |F|: 3.4 eV/A. The structure (SMILES) is C=C/C=C/C=C/C.